A cluster of 12 separate species, C4H33N3O11 in total in a non-equilibrium geometry, computed with ωB97M-V/def2-TZVPD.

Results
**Electronic energy**: -1164.17307 hartree
**Charge**: -1
**Multiplicity**: 2

Geometry (Å):
C -1.327260 -2.688553 -1.700977
C 0.171747 -2.406923 -1.870513
C 0.945674 -2.468965 -0.546899
N 1.404998 -0.248371 2.248365
C 1.528273 -1.155209 1.386264
N 1.121432 -1.132362 0.063870
N -2.061538 -1.724377 -0.890402
H -1.773466 -2.762621 -2.702873
H -1.481469 -3.663391 -1.236588
H 0.286959 -1.425210 -2.335492
H 0.595226 -3.169068 -2.533682
H 0.415879 -3.123272 0.142239
H 1.953154 -2.833475 -0.755518
H 0.875550 0.589793 1.979859
H 2.050692 -2.063166 1.652368
H 0.308348 -0.549264 -0.047370
H -1.641334 -1.686103 0.023133
H -2.092882 -0.810412 -1.340372
H 2.622837 -0.296834 -0.830168
H 2.909176 1.149089 -1.232497
O 3.167728 0.212608 -1.437497
H -3.724997 -1.623026 0.816115
H -3.240253 -0.348554 1.503147
O -3.564084 -1.265017 1.709631
H 1.125374 2.456282 -2.481243
H 0.745666 1.349885 -3.478443
O 0.368995 2.144374 -3.036719
H 1.583554 3.173732 -0.505504
H 2.881116 3.551078 -1.286903
O 2.280081 2.820135 -1.152629
H 0.178138 3.085646 1.148024
H -0.502415 3.249368 -0.223617
O 0.242472 3.614934 0.321340
H -0.251750 -1.057683 4.924173
H 0.794594 -1.075013 3.801413
O 0.227512 -1.660550 4.348596
H -2.293106 1.514161 0.225021
H -3.403349 1.922101 1.222409
O -2.635614 1.328206 1.138688
H -1.965029 -2.036794 2.072485
H -0.626295 -2.151596 2.856794
O -1.007566 -2.207052 1.963627
H -2.263279 2.678000 -1.767986
H -0.823357 2.068442 -1.954456
O -1.560092 2.209547 -1.290788
H -1.181680 1.666252 2.101846
H -0.500609 2.347494 3.337893
O -0.319865 2.004450 2.463091
H 2.157618 -0.760357 -4.283095
H 2.480707 0.063627 -2.971309
O 2.024423 0.098973 -3.839459

Forces on the atoms, in the same order (eV/Å):
-0.07 0.03 -0.28
-0.24 -0.21 0.34
0.11 0.59 -0.46
0.18 0.30 0.52
0.09 0.27 -0.31
-0.11 -0.56 0.05
-0.16 -0.17 -0.78
-0.06 0.15 0.21
0.17 -0.15 0.02
0.20 -0.03 -0.10
-0.04 0.14 -0.12
0.10 -0.19 0.13
-0.03 -0.24 0.19
0.17 -0.38 0.00
0.18 -0.34 0.10
-0.27 0.29 -0.14
0.10 0.34 0.36
0.10 -0.08 0.36
-0.47 -0.36 0.32
0.29 -0.58 -0.14
0.28 1.00 -0.16
0.07 0.09 0.36
-0.29 -0.47 0.26
-0.02 0.35 -0.59
-0.45 -0.06 -0.32
-0.25 0.33 0.14
0.83 -0.24 -0.05
0.00 -0.26 -0.18
0.28 0.20 -0.11
-0.31 0.22 0.40
-0.08 0.31 -0.07
0.33 0.35 0.30
-0.12 -0.46 -0.24
-0.09 -0.03 0.00
0.09 0.12 -0.16
0.16 -0.03 0.39
-0.20 -0.05 0.35
-0.23 0.27 0.08
0.48 -0.27 -0.45
0.09 0.09 -0.02
-0.09 0.09 0.00
-0.21 -0.36 -0.13
-0.07 0.00 0.08
-0.37 -0.01 -0.01
0.15 -0.10 -0.05
0.08 0.34 0.23
-0.17 0.14 0.28
-0.20 -0.27 -0.40
-0.10 0.72 0.48
0.24 -0.16 0.23
-0.10 -0.69 -0.89

Atomic charges from the natural (NBO) analysis, expressed in e, are listed below:
1. C -0.212
2. C -0.434
3. C -0.231
4. N -0.753
5. C 0.328
6. N -0.672
7. N -0.887
8. H 0.182
9. H 0.181
10. H 0.216
11. H 0.199
12. H 0.214
13. H 0.187
14. H 0.381
15. H 0.152
16. H 0.383
17. H 0.382
18. H 0.363
19. H 0.492
20. H 0.508
21. O -1.003
22. H 0.483
23. H 0.503
24. O -1.009
25. H 0.500
26. H 0.510
27. O -1.007
28. H 0.521
29. H 0.479
30. O -1.026
31. H 0.503
32. H 0.498
33. O -1.036
34. H 0.468
35. H 0.505
36. O -0.991
37. H 0.487
38. H 0.350
39. O -1.292
40. H 0.503
41. H 0.500
42. O -1.051
43. H 0.429
44. H 0.504
45. O -1.188
46. H 0.507
47. H 0.469
48. O -1.067
49. H 0.473
50. H 0.508
51. O -1.009

The molecule C21H17F2N5O3S in a non-equilibrium geometry, computed with ωB97M-V/def2-TZVPD.

Results
**SMILES**: CNS(=O)(=O)c1ccc(NC(=O)c2cnn3c(C(F)F)cc(-c4ccccc4)nc23)cc1
**Electronic energy**: -1907.88464 hartree
**Charge**: 0

Geometry (Å):
C 1.774923 1.703704 -2.030215
N 2.904117 1.220326 -1.279841
S 3.409791 -0.339188 -1.589115
O 4.565599 -0.550550 -0.771443
O 3.506519 -0.472543 -3.010245
C 2.079965 -1.371866 -0.984989
C 0.933954 -1.532677 -1.740901
C -0.123431 -2.261059 -1.231077
C -0.032743 -2.824590 0.042730
C 1.158440 -2.712219 0.761071
C 2.206687 -1.971067 0.252595
H 3.132946 -1.849190 0.790857
H 1.246290 -3.194438 1.723221
N -1.089674 -3.542734 0.592141
C -2.440150 -3.324054 0.494296
O -3.225866 -4.173493 0.857571
C -2.876942 -2.005168 0.012770
C -2.298198 -0.746678 0.206326
N -1.173803 -0.348195 0.770933
C -0.880395 0.934154 0.796931
C -1.775200 1.899277 0.253260
C -2.946511 1.485838 -0.314009
N -3.211975 0.161021 -0.354835
N -4.270751 -0.443072 -0.857261
C -4.092574 -1.733188 -0.631809
H -4.831120 -2.442984 -0.946740
C -3.960266 2.439055 -0.899366
F -4.135847 2.203018 -2.218750
F -5.163371 2.296917 -0.304907
H -3.645324 3.489071 -0.782569
H -1.554363 2.951145 0.310359
C 0.402581 1.300334 1.398224
C 1.018098 2.529248 1.157619
C 2.257283 2.808268 1.706515
C 2.897294 1.873200 2.504822
C 2.287579 0.654446 2.759060
C 1.052263 0.370144 2.212602
H 0.561984 -0.569868 2.405391
H 2.778007 -0.072886 3.387468
H 3.865238 2.095241 2.926559
H 2.726935 3.759823 1.507715
H 0.549187 3.265602 0.523480
H -0.847872 -4.347605 1.157615
H -1.017378 -2.405331 -1.817973
H 0.893527 -1.110998 -2.732451
H 2.883880 1.420760 -0.291806
H 1.923735 1.371388 -3.055563
H 1.761152 2.792969 -2.008106
H 0.815804 1.320680 -1.658141

Forces on the atoms, in the same order (eV/Å):
-0.30 0.01 -0.26
0.62 -0.83 -0.16
-0.09 0.52 0.37
-0.19 -0.07 0.26
-0.36 -0.02 -0.07
0.63 0.37 -0.23
-0.15 -0.02 -0.06
0.14 -0.18 -0.01
0.54 0.20 -0.36
-0.17 -0.05 -0.20
0.08 -0.13 0.02
0.08 -0.04 0.14
-0.01 -0.01 0.14
0.10 -0.49 0.39
0.07 0.12 0.10
-0.19 -0.10 -0.06
-0.06 0.40 0.05
-1.01 -0.23 -0.40
0.60 0.51 0.47
-0.58 -0.41 -0.27
-0.31 -0.20 -0.13
0.02 0.38 -0.05
1.26 -0.46 0.66
-1.24 0.00 -0.64
0.43 0.15 0.19
-0.18 -0.13 -0.05
0.08 0.51 -0.01
0.15 -0.09 -0.21
-0.10 -0.06 0.26
0.04 -0.35 0.04
-0.05 0.12 -0.03
0.55 0.17 0.28
-0.16 -0.17 0.05
0.07 0.12 0.05
0.01 0.02 -0.02
0.03 0.03 0.03
-0.15 0.16 -0.03
0.00 -0.09 0.01
0.05 -0.08 0.06
0.10 0.02 0.03
0.05 0.08 -0.02
-0.06 0.08 -0.08
-0.14 0.09 -0.11
-0.03 -0.03 -0.06
-0.09 0.02 -0.15
0.08 -0.06 0.26
-0.19 0.17 -0.10
0.00 -0.01 -0.02
-0.01 0.05 -0.05

Atomic charges from the natural (NBO) analysis, expressed in e, are listed below:
1. C -0.431
2. N -0.857
3. S 2.321
4. O -0.938
5. O -0.937
6. C -0.369
7. C -0.189
8. C -0.202
9. C 0.189
10. C -0.246
11. C -0.162
12. H 0.247
13. H 0.219
14. N -0.617
15. C 0.676
16. O -0.582
17. C -0.298
18. C 0.350
19. N -0.430
20. C 0.221
21. C -0.282
22. C 0.177
23. N -0.149
24. N -0.263
25. C 0.057
26. H 0.230
27. C 0.555
28. F -0.321
29. F -0.318
30. H 0.145
31. H 0.234
32. C -0.029
33. C -0.212
34. C -0.233
35. C -0.193
36. C -0.200
37. C -0.185
38. H 0.241
39. H 0.221
40. H 0.225
41. H 0.225
42. H 0.211
43. H 0.415
44. H 0.223
45. H 0.238
46. H 0.406
47. H 0.234
48. H 0.208
49. H 0.177

The molecule C4H5NO in a non-equilibrium geometry, computed with ωB97M-V/def2-TZVPD.

Results
**SMILES**: CC(=O)CC#N
**Electronic energy**: -285.40010 hartree
**Charge**: 0

Geometry (Å):
C -1.404451 0.219740 -0.280338
C -0.387268 -0.621275 0.449480
O -0.674434 -1.416395 1.310558
C 1.083344 -0.468234 0.014329
C 1.556351 0.914021 0.105381
N 1.907388 2.012582 0.192862
H -2.388472 0.063222 0.163690
H -1.434906 -0.066404 -1.338933
H -1.136114 1.280607 -0.236326
H 1.182394 -0.801198 -1.026471
H 1.696167 -1.116664 0.645772

Forces on the atoms, in the same order (eV/Å):
-0.08 0.01 0.06
-0.13 -0.18 0.15
0.14 0.32 -0.36
0.06 -0.08 0.03
0.28 0.95 0.09
-0.36 -1.08 -0.10
0.14 0.02 -0.06
0.06 0.03 0.15
0.00 -0.15 0.00
-0.03 0.05 0.13
-0.08 0.11 -0.08

Atomic charges from the natural (NBO) analysis, expressed in e, are listed below:
1. C -0.731
2. C 0.612
3. O -0.506
4. C -0.617
5. C 0.278
6. N -0.308
7. H 0.246
8. H 0.238
9. H 0.248
10. H 0.265
11. H 0.276

Q: Look up the electronic energy of the third one.
A: -285.40010 hartree

Q: Look up the charge of the first one.
A: -1

Q: Among the records above, which one has the lowest electronic energy?
A: C21H17F2N5O3S

Repeat the third record exactly.
The molecule C4H5NO in a non-equilibrium geometry, computed with ωB97M-V/def2-TZVPD.

Results
**SMILES**: CC(=O)CC#N
**Electronic energy**: -285.40010 hartree
**Charge**: 0

Geometry (Å):
C -1.404451 0.219740 -0.280338
C -0.387268 -0.621275 0.449480
O -0.674434 -1.416395 1.310558
C 1.083344 -0.468234 0.014329
C 1.556351 0.914021 0.105381
N 1.907388 2.012582 0.192862
H -2.388472 0.063222 0.163690
H -1.434906 -0.066404 -1.338933
H -1.136114 1.280607 -0.236326
H 1.182394 -0.801198 -1.026471
H 1.696167 -1.116664 0.645772

Forces on the atoms, in the same order (eV/Å):
-0.08 0.01 0.06
-0.13 -0.18 0.15
0.14 0.32 -0.36
0.06 -0.08 0.03
0.28 0.95 0.09
-0.36 -1.08 -0.10
0.14 0.02 -0.06
0.06 0.03 0.15
0.00 -0.15 0.00
-0.03 0.05 0.13
-0.08 0.11 -0.08

Atomic charges from the natural (NBO) analysis, expressed in e, are listed below:
1. C -0.731
2. C 0.612
3. O -0.506
4. C -0.617
5. C 0.278
6. N -0.308
7. H 0.246
8. H 0.238
9. H 0.248
10. H 0.265
11. H 0.276